(one)
# C4H7NO

A molecular structure, C4H7NO (ωB97M-V/def2-TZVPD, the OMol25 dataset).

Structure (XYZ):
```
13
Properties=species:S:1:pos:R:3:nbo_charge:R:1
C 1.4724 -0.1551 1.0546 -0.650
C 0.2674 -0.4802 0.2341 -0.248
N -1.1311 0.3256 0.4265 -0.655
C -1.2937 0.2924 -1.0406 -0.324
C 0.0422 -0.4702 -1.1888 0.498
O 0.6429 -0.8607 -2.1635 -0.583
H 1.3363 -0.3859 2.1163 0.215
H 1.7905 0.8943 0.9680 0.197
H 2.3040 -0.7736 0.7008 0.252
H -0.9241 -0.7425 0.8095 0.462
H -1.0763 1.2129 0.9143 0.396
H -1.2104 1.3077 -1.4355 0.224
H -2.2202 -0.1646 -1.3957 0.216
```

Summary:
Spin multiplicity: 1


(two)
# C4H7NO

A single C4H7NO molecule (ωB97M-V/def2-TZVPD, the OMol25 dataset).

Structure (XYZ):
```
13
Properties=species:S:1:pos:R:3:nbo_charge:R:1
C -1.7292 -0.4636 0.3550 -0.621
C -0.3284 -0.4985 -0.2109 -0.142
C -0.0173 0.1087 -1.5287 -0.281
N 0.5064 0.6966 0.0598 -0.555
C 1.8357 0.5839 0.4723 0.549
O 2.3587 -0.4583 0.7734 -0.535
H -1.7317 -0.5785 1.4449 0.213
H -2.2914 -1.2989 -0.0763 0.227
H -2.2461 0.4609 0.0794 0.217
H 0.2432 -1.3641 0.1330 0.222
H 0.9245 -0.3531 -1.8727 0.131
H 0.1152 1.6111 -0.1095 0.445
H 2.3605 1.5538 0.4802 0.130
```

Summary:
Spin multiplicity: 1


Need the numbers? Relative energies in eV: (one) 0.221; (two) 0.000.


(one)
# C4H6N2

2 unconnected molecules or ions with the total composition C4H6N2 (ωB97M-V/def2-TZVPD, the OMol25 dataset).

Structure (XYZ):
```
12
Properties=species:S:1:pos:R:3:nbo_charge:R:1
C -1.0592 0.8899 0.6167 -0.720
N 1.2825 0.4779 -1.2124 -0.843
C -0.6899 -0.2770 -0.2021 0.666
N -1.2379 -1.0788 -0.9100 -0.628
C 1.5022 -0.2434 -0.1701 0.261
C 1.2371 -0.9677 0.8204 -0.539
H 1.7830 1.3635 -1.2267 0.365
H -0.8416 -1.7940 -1.4975 0.428
H -0.1763 1.4070 0.9795 0.269
H -1.6320 0.5411 1.4783 0.258
H -1.6744 1.5624 0.0171 0.246
H 1.5066 -1.8808 1.3069 0.238
```

Summary:
Spin multiplicity: 1


(two)
# C4H6N2

A single C4H6N2 molecule (ωB97M-V/def2-TZVPD, the OMol25 dataset).

Structure (XYZ):
```
12
Properties=species:S:1:pos:R:3:nbo_charge:R:1
C 1.7368 0.0601 -0.0364 0.410
C 2.6242 1.0464 -0.1075 -0.551
C -0.6261 0.0602 -0.0971 0.111
C -2.1337 0.0131 -0.0318 -0.711
N -0.1271 -1.1015 0.1625 -0.435
N 1.3476 -1.0867 0.2735 -0.311
H 2.7578 1.2447 -1.1416 0.229
H 2.7085 1.7996 0.5739 0.232
H -2.6225 0.0975 -0.9790 0.238
H -2.4842 0.8102 0.5569 0.234
H -2.5076 -0.9526 0.4614 0.165
H -0.6738 -1.9909 0.3652 0.390
```

Summary:
Spin multiplicity: 1


(three)
# C4H6N2

A single C4H6N2 molecule (ωB97M-V/def2-TZVPD, the OMol25 dataset).

Structure (XYZ):
```
12
Properties=species:S:1:pos:R:3:nbo_charge:R:1
C -0.1145 1.0507 0.0023 -0.091
C -1.4435 0.6986 0.0141 -0.299
C -1.5082 -0.7215 -0.0079 -0.310
C -0.2031 -1.1812 0.0059 -0.064
H 2.3554 0.2562 0.8363 0.354
H 2.3709 0.3304 -0.8000 0.355
H 0.4003 1.9882 0.0066 0.205
H -2.2816 1.3813 -0.0271 0.222
H -2.3915 -1.3444 -0.0169 0.223
H 0.2052 -2.1798 0.0129 0.220
N 1.9984 -0.1818 -0.0008 -0.629
N 0.6122 -0.0967 -0.0254 -0.187
```

Summary:
SMILES: Nn1cccc1
Spin multiplicity: 1


Need the numbers? Relative energies in eV: (one) 3.853; (two) 4.046; (three) 0.000.


(one)
# C4H6N2

A single C4H6N2 molecule (ωB97M-V/def2-TZVPD, the OMol25 dataset).

Structure (XYZ):
```
12
Properties=species:S:1:pos:R:3:nbo_charge:R:1
C -1.0569 -1.0152 -0.1708 -0.194
C 0.1856 -0.7577 -0.5711 -0.055
C 1.9233 0.8422 -0.3446 -0.341
C -1.4598 -0.0643 0.9018 -0.297
N -0.0548 0.9730 0.9562 -0.297
N 0.6787 0.4521 0.0213 -0.104
H -1.6743 -1.7914 -0.5284 0.231
H 0.8081 -0.8469 -1.5175 0.228
H 2.3697 1.7772 0.0626 0.215
H 2.3240 0.3603 -1.2571 0.187
H -2.4096 0.4922 0.5709 0.212
H -1.6339 -0.4214 1.8767 0.215
```

Summary:
Spin multiplicity: 1


(two)
# C4H6N2

2 unconnected molecules or ions with the total composition C4H6N2 (ωB97M-V/def2-TZVPD, the OMol25 dataset).

Structure (XYZ):
```
12
Properties=species:S:1:pos:R:3:nbo_charge:R:1
N -0.6233 -0.6212 1.2611 -0.647
C 0.2077 -0.6049 0.3110 0.343
C 0.3857 -0.2693 -1.0971 -0.480
C 1.5664 -0.7430 -0.2184 -0.491
C -2.1501 2.6931 -0.1229 0.244
N -2.0018 1.6571 0.4051 -0.749
H -0.1939 -0.9267 2.1355 0.360
H -1.7519 0.7592 0.8309 0.454
H 0.3404 0.7756 -1.3959 0.249
H 0.0067 -0.9707 -1.8374 0.239
H 1.9746 -1.7339 -0.3985 0.237
H 2.2967 0.0041 0.0859 0.239
```

Summary:
Spin multiplicity: 1


(three)
# C4H6N2

A single C4H6N2 molecule (ωB97M-V/def2-TZVPD, the OMol25 dataset).

Structure (XYZ):
```
12
Properties=species:S:1:pos:R:3:nbo_charge:R:1
N -0.9604 -0.0659 -1.7312 -0.826
C -0.2388 -0.1164 -0.5323 0.313
C 1.1169 -0.1512 -0.2181 -0.349
C 1.2330 -0.1319 1.1849 -0.221
C -0.0502 -0.1099 1.7717 -0.291
N -0.9043 -0.1680 0.6199 -0.502
H -1.3853 0.8434 -1.8907 0.378
H -0.3759 -0.2979 -2.5193 0.378
H 1.9134 -0.1436 -0.9493 0.219
H 2.1846 -0.1389 1.7149 0.220
H -0.6515 0.8503 1.8050 0.262
H -1.8816 -0.3700 0.7446 0.418
```

Summary:
SMILES: Nc1ccc[nH]1
Spin multiplicity: 1


(four)
# C4H6N2

A single C4H6N2 molecule (ωB97M-V/def2-TZVPD, the OMol25 dataset).

Structure (XYZ):
```
12
Properties=species:S:1:pos:R:3:nbo_charge:R:1
C 0.0176 -0.9648 1.5593 -0.496
C -0.3906 -0.2301 0.5331 0.134
C -0.1549 1.2060 0.2825 -0.284
C 0.1209 1.2843 -1.0175 -0.010
N -0.0027 0.0034 -1.6695 -0.451
N -0.8121 -0.7387 -0.7178 -0.444
H -0.0405 -2.0470 1.5003 0.201
H 0.9288 -0.3953 -1.5211 0.334
H 0.4406 -0.4854 2.4309 0.210
H -0.0514 1.9740 1.0387 0.233
H 0.5072 2.1123 -1.5976 0.215
H -0.5630 -1.7187 -0.8212 0.358
```

Summary:
SMILES: C=C1C=CNN1
Spin multiplicity: 1


Need the numbers? Relative energies in eV: (one) 1.721; (two) 0.343; (three) 0.119; (four) 0.000.


(one)
# C4H6N2

A single C4H6N2 molecule (ωB97M-V/def2-TZVPD, the OMol25 dataset).

Structure (XYZ):
```
12
Properties=species:S:1:pos:R:3:nbo_charge:R:1
N 2.0143 -0.0950 -0.1057 -0.812
C 0.6323 0.0356 0.0688 0.296
C -0.1815 1.1009 -0.1949 -0.367
C -1.5123 0.6088 -0.2156 -0.298
C -1.4924 -0.7072 0.1610 -0.092
N -0.1618 -1.0463 0.3421 -0.531
H 2.4157 0.8223 -0.2636 0.380
H 2.4773 -0.5416 0.6749 0.367
H 0.0951 2.1255 -0.4073 0.215
H -2.1951 1.1208 -0.8607 0.222
H -2.2687 -1.4361 0.3597 0.211
H 0.1772 -1.9878 0.4412 0.408
```

Summary:
SMILES: Nc1ccc[nH]1
Spin multiplicity: 1


(two)
# C4H6N2

A single C4H6N2 molecule (ωB97M-V/def2-TZVPD, the OMol25 dataset).

Structure (XYZ):
```
12
Properties=species:S:1:pos:R:3:nbo_charge:R:1
N 0.6196 -1.9066 -0.4597 -0.803
C 0.1525 -0.6130 -0.1925 0.108
C -1.1385 -0.1786 -0.1395 -0.158
N -1.1440 1.2216 0.0216 -0.557
C 0.1862 1.6154 0.0867 -0.029
C 1.0025 0.5417 -0.0079 -0.326
H -0.0602 -2.6222 -0.2378 0.372
H 1.4942 -2.1089 0.0068 0.371
H -2.0581 -0.7303 -0.3014 0.205
H -1.5165 1.5565 0.9047 0.392
H 0.3836 2.6691 0.2285 0.206
H 2.0785 0.5554 0.0906 0.220
```

Summary:
SMILES: Nc1cc[nH]c1
Spin multiplicity: 1


(three)
# C4H6N2

A single C4H6N2 molecule (ωB97M-V/def2-TZVPD, the OMol25 dataset).

Structure (XYZ):
```
12
Properties=species:S:1:pos:R:3:nbo_charge:R:1
C 1.4070 -0.2247 0.2123 -0.590
C -0.0240 0.2755 0.1344 -0.029
C -0.9723 -0.7174 -0.3881 -0.235
N -0.9359 -0.4059 1.0561 -0.575
C -0.1539 1.6485 -0.3452 0.271
N -0.1949 2.7053 -0.8167 -0.304
H 1.7915 -0.2868 -0.8115 0.222
H 1.4000 -1.2284 0.6476 0.232
H 2.0650 0.4162 0.8002 0.225
H -1.8041 -0.2868 -0.9501 0.200
H -0.6654 -1.7199 -0.6332 0.204
H -1.9131 -0.1757 1.0942 0.381
```

Summary:
SMILES: C[C@@]1(C#N)CN1
Spin multiplicity: 1


(four)
# C4H6N2

A single C4H6N2 molecule (ωB97M-V/def2-TZVPD, the OMol25 dataset).

Structure (XYZ):
```
12
Properties=species:S:1:pos:R:3:nbo_charge:R:1
C -0.0700 -1.1823 0.8646 -0.026
C 0.0486 -1.0714 -0.5740 0.315
C 0.1368 1.0244 -0.5691 -0.480
C -0.1375 1.1300 0.9030 -0.310
N -0.1519 -0.1472 1.5837 -0.306
N 0.0812 -1.8846 -1.4963 -0.623
H -0.0793 -2.1532 1.3429 0.208
H 1.1474 1.2140 -0.8919 0.209
H -0.6329 1.3296 -1.2554 0.210
H 0.6049 1.7382 1.4357 0.213
H -1.1196 1.5694 1.1105 0.217
H 0.1724 -1.5669 -2.4537 0.373
```

Summary:
Spin multiplicity: 1


Need the numbers? Relative energies in eV: (one) 0.000; (two) 0.152; (three) 1.410; (four) 2.027.


(one)
# C4H6N2

A molecular structure, C4H6N2 (ωB97M-V/def2-TZVPD, the OMol25 dataset).

Structure (XYZ):
```
12
Properties=species:S:1:pos:R:3:nbo_charge:R:1
C 1.0092 0.3924 1.1937 -0.647
C -0.0746 0.4296 0.1729 0.116
N 0.0166 0.5492 -1.1780 -0.578
C -0.9349 -0.4469 -0.7410 -0.234
C -0.5472 -1.7962 -1.1998 0.264
N -0.2425 -2.8661 -1.5373 -0.318
H 1.9194 -0.1148 0.8635 0.234
H 1.2534 1.4331 1.4395 0.231
H 0.6199 -0.1009 2.0853 0.229
H -1.2348 1.0081 0.7113 0.054
H 0.0193 1.3512 -1.7993 0.398
H -1.8037 0.1611 -0.0108 0.250
```

Summary:
Spin multiplicity: 1


(two)
# C4H6N2

A single C4H6N2 molecule (ωB97M-V/def2-TZVPD, the OMol25 dataset).

Structure (XYZ):
```
12
Properties=species:S:1:pos:R:3:nbo_charge:R:1
C -1.2412 0.8843 -0.0689 -0.635
C -0.5832 -0.4405 0.2297 -0.013
N -0.0019 -1.4669 -0.6134 -0.605
C 0.8700 -0.6889 0.3415 -0.211
C 1.7557 0.3679 -0.1383 0.239
N 2.4750 1.2397 -0.3965 -0.304
H -0.8517 1.3750 -0.9615 0.229
H -2.3203 0.7387 -0.1836 0.226
H -1.0959 1.5455 0.7968 0.229
H -1.0565 -0.9401 1.0781 0.207
H 0.7882 -1.3651 -1.2512 0.406
H 1.2619 -1.2496 1.1673 0.232
```

Summary:
SMILES: C[C@H]1N[C@H]1C#N
Spin multiplicity: 1


Need the numbers? Relative energies in eV: (one) 2.402; (two) 0.000.


(one)
# C3H9N5

A single C3H9N5 molecule (ωB97M-V/def2-TZVPD, the OMol25 dataset).

Structure (XYZ):
```
17
Properties=species:S:1:pos:R:3:nbo_charge:R:1
C 2.4474 -0.1295 -0.0002 -0.458
C 0.3673 -0.9374 -0.3087 0.276
C -1.7365 0.5242 -0.3780 0.186
H 2.7979 -1.1117 0.4452 0.196
H 2.5611 0.4278 1.1948 0.192
H 3.3313 0.3870 -0.8039 0.207
H 0.8047 -1.8102 0.1865 0.184
H -2.4388 -1.7164 1.0330 0.367
H -2.2265 -2.0391 -0.6154 0.339
H -2.5006 -0.0669 -0.8798 0.154
H -0.2769 3.0530 0.2561 0.338
H 0.5091 1.8466 0.0820 0.380
N 1.1153 0.0962 -0.5479 -0.508
N -1.0149 -0.6158 -0.0139 -0.313
N -1.7122 -1.8575 0.2394 -0.639
N -1.5823 1.7888 -0.3250 -0.235
N -0.4453 2.1610 0.4357 -0.668
```

Summary:
SMILES: C/N=C/N(N)/C=N\N
Spin multiplicity: 1


(two)
# C3H9N5

A single C3H9N5 molecule (ωB97M-V/def2-TZVPD, the OMol25 dataset).

Structure (XYZ):
```
17
Properties=species:S:1:pos:R:3:nbo_charge:R:1
C -1.6658 -0.2439 0.7246 -0.721
C -0.6878 0.9370 0.6820 0.331
C 0.1668 -0.3834 -0.9772 0.344
H -2.6744 -0.1308 1.3938 0.242
H -2.4480 -0.3575 -0.2830 0.231
H -1.2663 -1.2052 1.1234 0.237
H 0.2069 3.5588 2.0974 0.338
H 0.9939 2.5755 1.3273 0.329
H -0.7497 -0.9570 -1.6292 0.224
H 2.3698 -0.6441 -0.9076 0.381
H 1.8751 -2.7931 -0.4419 0.348
H 1.8718 -2.8736 -2.2234 0.362
N -1.0531 2.2184 1.0791 -0.256
N 0.0665 3.0936 1.0620 -0.650
N 0.2940 0.6718 -0.2654 -0.558
N 1.4573 -0.9616 -1.4135 -0.511
N 1.2432 -2.5050 -1.3484 -0.670
```

Summary:
SMILES: CC(=N/N)/N=C/NN
Spin multiplicity: 1


Need the numbers? Relative energies in eV: (one) 0.000; (two) 1.240.